Molecular formula: C30H39MnN9O2S2Sb2
Method: DFT, ωB97M-V/def2-TZVPD

```
! RIJCOSX wB97M-V def2-TZVPD def2/J DEFGRID3
* xyz 0 6
Sb -2.180 2.230 0.955
Sb -1.621 -1.710 1.000
Mn -0.340 0.260 -0.852
S 2.323 -0.228 -3.350
S 2.229 0.264 1.749
O 1.474 0.198 -2.185
O 1.234 0.247 0.621
N -1.673 3.535 -3.132
N -1.500 -2.431 -1.965
N -1.931 -2.080 -4.055
N -1.238 -1.123 -2.201
N -1.902 -2.979 -3.056
N -1.797 2.603 -4.092
N -1.090 1.676 -2.230
N -1.265 3.006 -2.035
N -1.407 0.253 -4.155
C -3.576 3.834 1.169
C 4.086 -0.081 -1.179
C -5.583 -0.746 4.040
C 4.029 -0.421 -2.660
C 3.711 2.245 2.835
C -0.479 3.504 1.239
C -4.516 1.368 3.718
C -1.529 -0.951 -3.489
C 4.347 3.478 2.846
C -5.650 0.639 4.023
C 1.492 -4.546 -4.415
C 2.886 2.698 0.603
C 3.009 1.861 1.701
C 3.619 -0.809 1.203
C 1.988 -1.935 -3.708
C 1.413 -2.784 -2.783
C -2.137 1.614 3.048
C -0.474 -3.495 1.263
C 3.513 3.933 0.631
C -3.301 0.753 3.415
C -1.436 1.477 -3.501
C 4.251 4.315 1.745
C -4.383 -1.370 3.756
C -3.231 -0.649 3.437
C -3.509 -2.614 0.637
C 2.311 -2.362 -4.990
C 1.153 -4.096 -3.149
C -1.981 -1.409 3.128
C 3.556 -1.184 -0.271
C 2.075 -3.683 -5.335
H 4.653 0.262 -3.234
H 3.411 4.603 -0.211
H -6.457 -1.336 4.281
H 1.276 -5.566 -4.699
H -4.304 -1.885 0.776
H -3.480 4.469 0.292
H 1.118 -2.419 -1.807
H 0.389 2.910 1.516
H 5.120 0.158 -0.917
H -1.788 0.266 -5.087
H 3.498 0.821 -1.014
H 4.131 -2.104 -0.410
H -1.013 -4.177 1.920
H -4.563 2.451 3.714
H -1.093 -0.954 3.568
H -2.064 -2.421 3.529
H 2.313 -4.029 -6.331
H 4.738 5.280 1.760
H 2.267 2.411 -0.239
H -1.180 1.112 3.196
H -0.279 4.030 0.308
H -0.335 -3.958 0.288
H 2.715 -1.667 -5.715
H -3.524 -2.996 -0.380
H 4.535 -0.273 1.452
H -3.638 -3.428 1.350
H 4.345 -1.441 -2.871
H 2.524 -1.412 -0.538
H 0.652 -4.753 -2.452
H -4.325 -2.451 3.785
H 0.497 -3.267 1.702
H 4.897 3.791 3.723
H -4.597 3.473 1.239
H 3.750 1.596 3.700
H -3.315 4.397 2.063
H -2.128 2.535 3.634
H -0.692 4.211 2.040
H -6.576 1.148 4.251
H 3.550 -1.688 1.842
*
```

Output
<S²>: 8.76
Lowest unoccupied orbital energy (spin up / spin down) (eV): -0.07 / -0.08
Maximum force (eV Å⁻¹): 0.503
HOMO-LUMO gap (spin up / spin down) (eV): 7.55 / 7.58
Total energy (a.u.): -4237.6633



Molecular formula: C30H39N2O2
Method: DFT, ωB97M-V/def2-TZVPD

```
! RIJCOSX wB97M-V def2-TZVPD def2/J DEFGRID3
* xyz 1 1
O 3.071 0.053 0.177
O 6.209 1.578 0.944
N 3.394 2.303 -1.311
N 0.001 2.365 -0.892
C 5.112 1.313 0.111
C -1.481 -3.029 3.686
C -2.124 -0.199 -1.803
C 1.884 -0.839 2.126
C -2.059 1.035 -1.170
C 2.582 3.410 -1.778
C 2.107 -0.726 0.762
C 1.269 -1.416 -0.117
C -3.190 -0.501 -2.632
C 0.979 2.926 0.067
C -4.130 1.668 -2.219
C -3.896 -0.927 0.814
C -4.192 0.432 -2.842
C 0.836 -1.616 2.598
C 1.545 2.848 -2.759
C 4.078 0.604 0.995
C -2.760 -1.383 1.454
C -0.012 -2.293 1.736
C 0.711 1.785 -2.056
C -0.768 -4.626 1.923
C -0.913 1.373 -0.255
C 4.551 2.611 -0.497
C 1.806 4.016 -0.599
C -1.167 -3.168 2.190
C -2.407 -2.730 1.422
C -3.068 1.968 -1.386
C -4.353 -3.147 0.062
C 0.234 -2.186 0.368
C -3.220 -3.605 0.715
C -4.699 -1.809 0.111
H -3.038 2.926 -0.883
H 0.445 3.316 0.935
H 1.169 4.827 -0.958
H 1.373 1.004 -1.676
H -4.913 2.393 -2.374
H -4.972 -3.845 -0.480
H -1.527 -5.307 2.300
H 4.259 3.267 0.326
H -0.582 3.136 -1.242
H -0.618 -4.811 0.862
H 3.690 1.731 -2.094
H 5.388 0.624 -0.703
H 2.524 -0.339 2.835
H 4.599 -0.179 1.557
H 6.934 1.945 0.426
H 2.489 4.440 0.135
H 0.697 -1.685 3.665
H -0.660 -3.409 4.290
H 1.642 2.115 0.371
H -1.350 -0.929 -1.628
H -2.137 -0.686 1.997
H -0.398 -2.722 -0.325
H 5.351 3.120 -1.062
H 3.170 4.204 -2.270
H -3.241 -1.466 -3.109
H -2.984 -4.655 0.669
H 2.041 2.392 -3.616
H -2.369 -3.611 3.919
H -5.026 0.195 -3.484
H -1.676 -1.995 3.958
H -5.588 -1.456 -0.388
H 0.165 -4.841 2.439
H -4.163 0.119 0.866
H 1.470 -1.359 -1.177
H 0.912 3.654 -3.137
H -0.333 0.479 -0.010
H 3.663 1.328 1.709
H -1.293 1.812 0.670
H -0.028 1.351 -2.732
*
```

Output
Lowest unoccupied orbital energy (eV): -2.23
Maximum force (eV Å⁻¹): 0.987
HOMO-LUMO gap (eV): 8.56
Total energy (a.u.): -1426.3527
SMILES string: CC(C)(c1ccccc1)c1ccc(OC[C@H](O)CN[C@H]2CC[N@@H+](Cc3ccccc3)CC2)cc1



Molecular formula: C30H40AlN2OSi
Method: DFT, ωB97M-V/def2-TZVPD

```
! RIJCOSX wB97M-V def2-TZVPD def2/J DEFGRID3
* xyz 1 1
Si 1.847 1.123 -1.042
Al -0.545 -0.604 0.027
O -0.327 -1.962 1.276
N -0.665 1.496 0.169
N -0.105 -4.144 1.666
C 5.341 1.691 1.111
C 4.566 1.842 -1.546
C -2.409 3.900 0.131
C -0.141 -4.384 0.223
C -2.439 -1.053 -0.371
C 1.546 3.329 -4.533
C -3.848 -2.327 2.937
C 5.887 2.083 -1.194
C -0.188 -2.902 2.102
C 0.015 -5.263 2.600
C -1.461 1.931 1.353
C -1.714 3.430 1.402
C -1.364 1.963 -1.079
C 0.737 1.126 -5.050
C 0.725 2.057 0.190
C 1.288 -0.578 -0.640
C -3.268 -1.508 1.981
C 3.606 1.526 -0.581
C 1.012 2.427 -5.443
C 6.275 2.010 0.134
C -3.533 -3.216 0.342
C -4.258 -3.612 2.603
C 1.526 1.620 -2.809
C -1.631 3.461 -1.104
C -0.162 -2.615 3.568
C 4.025 1.450 0.752
C 0.994 0.730 -3.743
C -4.098 -4.051 1.298
C 1.802 2.925 -3.231
C -3.095 -1.933 0.662
H -0.763 1.664 -1.934
H 1.132 1.890 1.193
H 6.613 2.328 -1.957
H -4.434 -5.039 1.013
H -2.530 4.984 0.141
H -0.771 3.963 1.540
H -0.933 1.592 2.248
H 5.642 1.633 2.148
H 7.303 2.200 0.410
H -1.047 -3.958 -0.202
H 0.327 0.421 -5.760
H -1.066 -3.014 4.029
H 0.815 2.738 -6.460
H 1.766 4.343 -4.838
H 0.775 -0.293 -3.456
H 4.284 1.900 -2.590
H -2.313 1.435 -1.141
H 1.866 -0.852 0.256
H -4.717 -4.252 3.344
H -2.200 3.673 -2.011
H -2.323 3.646 2.282
H -3.417 3.474 0.091
H -3.984 -1.961 3.947
H -0.845 -5.295 3.268
H 0.700 -3.074 4.052
H -0.698 4.020 -1.196
H 0.716 3.135 0.044
H -3.063 -0.173 -0.531
H 1.508 -1.354 -1.377
H 3.318 1.199 1.537
H 0.932 -5.194 3.183
H 0.732 -3.941 -0.257
H 2.224 3.643 -2.536
H -2.948 -0.513 2.271
H -2.452 -1.591 -1.328
H 0.040 -6.182 2.024
H -0.137 -1.540 3.714
H -2.416 1.400 1.301
H -3.441 -3.564 -0.681
H -0.138 -5.456 0.053
*
```

Output
Lowest unoccupied orbital energy (eV): -2.02
Maximum force (eV Å⁻¹): 0.589
HOMO-LUMO gap (eV): 9.15
Total energy (a.u.): -1883.7747



Molecular formula: C30H40BrCaF6N7O6S3
Method: DFT, ωB97M-V/def2-TZVPD

```
! RIJCOSX wB97M-V def2-TZVPD def2/J DEFGRID3
* xyz 0 1
Br 4.990 -3.517 1.289
Ca -0.358 -1.308 -1.181
S -0.812 -1.639 -4.066
S -0.114 -4.122 -3.331
S -2.397 -1.857 0.747
F -1.781 0.235 -5.572
F 0.083 -0.602 -6.286
F 2.265 -3.022 -3.656
F -1.761 -1.707 -6.525
F 1.978 -4.901 -4.687
F 2.246 -4.870 -2.536
O -0.597 -5.436 -3.574
O -1.989 -1.354 -3.265
O -0.248 -3.547 -1.995
O 0.363 -0.981 -3.513
O 2.034 -3.339 0.674
O 1.192 -1.308 0.418
N -2.482 -3.045 3.088
N -1.630 2.276 -2.747
N -0.531 -3.389 1.939
N -2.831 2.014 -2.204
N -1.359 1.010 -1.011
N -0.763 1.671 -2.029
N -0.613 -3.130 -4.447
C 1.946 -0.289 3.704
C 0.023 -4.224 2.999
C 0.037 1.123 2.853
C 1.718 -4.231 -3.569
C 5.705 -0.675 -1.597
C -0.125 3.900 0.244
C -4.646 3.820 -0.587
C -2.649 1.231 -1.145
C -4.056 2.607 -2.729
C 3.692 1.011 1.861
C 2.245 1.444 1.908
C 0.389 2.811 1.159
C -1.721 -2.820 2.000
C -4.389 3.955 -2.086
C -2.047 -3.783 4.269
C 3.433 -1.657 -0.291
C -1.087 -0.888 -5.735
C -1.906 2.564 2.213
C -0.529 -3.789 4.345
C 2.147 -2.163 0.326
C -0.455 2.168 2.061
C 5.822 -1.691 -0.663
C -3.317 5.003 -2.372
C 1.389 0.793 2.809
C -0.932 0.345 3.715
C 3.347 -0.609 -1.208
C 1.742 2.448 1.078
C 4.693 -2.183 -0.020
C 2.616 3.183 0.087
C 4.461 -0.127 -1.871
H 0.307 3.807 -0.752
H -5.419 3.078 -0.376
H 4.360 0.676 -2.590
H 0.166 -3.107 1.241
H -2.414 -4.812 4.217
H -2.372 4.741 -1.893
H -0.197 -4.469 5.129
H -3.372 -2.579 3.089
H -4.975 4.774 -0.174
H 6.789 -2.110 -0.421
H 2.944 -0.034 4.056
H 1.107 -4.129 2.935
H -2.563 1.890 1.653
H -2.092 3.582 1.879
H 3.777 -0.069 1.978
H -0.157 -2.792 4.585
H -5.321 4.269 -2.567
H -3.133 5.101 -3.443
H -4.858 1.889 -2.556
H 3.670 2.957 0.207
H -3.431 0.836 -0.517
H 1.328 -0.445 4.585
H -3.628 5.974 -1.987
H -1.891 0.232 3.211
H 6.590 -0.307 -2.100
H -0.565 -0.658 3.913
H 2.020 -1.241 3.164
H -1.111 0.833 4.678
H 2.381 -0.154 -1.379
H 4.269 1.473 2.668
H -1.206 3.859 0.127
H 2.502 4.264 0.198
H 2.335 2.934 -0.940
H -3.909 2.715 -3.802
H -2.214 2.512 3.257
H 4.173 1.258 0.920
H -0.226 -5.271 2.805
H -2.489 -3.316 5.147
H 0.130 4.895 0.620
H -3.737 3.533 -0.053
*
```

Output
Lowest unoccupied orbital energy (eV): 0.26
Maximum force (eV Å⁻¹): 0.862
HOMO-LUMO gap (eV): 8.29
Total energy (a.u.): -7047.4876



Molecular formula: C30H40BrFO9
Method: DFT, ωB97M-V/def2-TZVPD

```
! RIJCOSX wB97M-V def2-TZVPD def2/J DEFGRID3
* xyz 0 1
Br -3.028 -3.986 -0.487
F 2.930 4.026 3.102
O -8.892 -7.911 -1.954
O -1.133 -5.710 0.695
O 5.017 -3.659 -0.662
O 3.198 0.662 -2.640
O -6.363 -6.493 -0.871
O 4.625 7.547 1.638
O 4.164 10.420 2.531
O -6.877 -6.684 -3.877
O 1.769 8.626 1.746
C 4.847 1.266 1.814
C -6.912 -8.020 -3.372
C 0.901 8.490 0.637
C -1.429 -5.151 -0.377
C 3.088 -0.174 -1.702
C -8.309 -8.560 -3.079
C 0.391 -3.979 -1.775
C 5.011 2.649 2.631
C 4.603 8.727 0.833
C -6.266 -5.429 -1.811
C 4.077 1.323 0.439
C 3.629 2.806 3.483
C 2.219 7.382 2.271
C 4.779 10.834 3.735
C 5.233 -1.446 1.640
C -0.188 -2.678 -2.429
C 5.422 -0.077 2.397
C 2.685 -2.807 -1.168
C 1.806 -4.088 -1.162
C 4.461 -1.380 0.300
C 5.086 9.993 1.535
C -5.117 -6.878 -0.321
C 3.892 -0.042 -0.307
C -10.253 -7.574 -2.135
C -0.551 -5.290 -1.740
C 4.169 -2.733 -0.533
C 2.124 -1.468 -1.784
C 0.697 -1.409 -2.422
C -7.235 -5.636 -2.972
C 3.680 7.471 2.710
H 5.589 10.158 4.025
H -10.514 -6.809 -1.402
H 5.157 11.855 3.631
H -5.248 -5.335 -2.204
H -5.229 -7.881 0.095
H 5.609 -2.439 2.051
H 3.670 2.299 0.016
H 6.078 9.804 1.965
H 5.297 8.527 0.009
H 2.230 -5.044 -0.676
H 0.253 -0.456 -2.870
H 5.058 3.569 1.959
H 4.026 10.815 4.524
H 1.594 7.151 3.141
H 2.898 1.945 3.250
H -10.435 -7.161 -3.132
H 3.795 2.796 4.611
H 0.073 -6.246 -1.588
H -10.883 -8.453 -1.970
H -7.231 -4.721 -3.573
H -4.833 -6.192 0.482
H -6.244 -8.131 -2.518
H 5.982 -0.136 3.394
H -1.233 -2.757 -2.870
H 1.246 7.717 -0.057
H -1.262 -5.347 -2.630
H -8.261 -5.760 -2.625
H -6.483 -8.640 -4.166
H 3.840 8.280 3.423
H 3.922 6.548 3.244
H -0.115 8.265 0.981
H -6.526 -4.504 -1.284
H 2.111 6.575 1.538
H -4.331 -6.917 -1.083
H -8.241 -9.625 -2.840
H 5.938 2.617 3.293
H 3.627 8.865 0.370
H 0.889 9.441 0.101
H 5.171 10.801 0.803
H -8.931 -8.440 -3.975
*
```

Output
Lowest unoccupied orbital energy (eV): -1.35
Maximum force (eV Å⁻¹): 5.293
HOMO-LUMO gap (eV): 7.67
Total energy (a.u.): -4517.6988
SMILES string: O=C(Br)Cc1ccc2c(c1)C(=O)c1ccc(CCF)cc1C2=O.COCCOCCOC.COCCOCCOC



Molecular formula: C30H40BrIrN4O4S
Method: DFT, ωB97M-V/def2-TZVPD

```
! RIJCOSX wB97M-V def2-TZVPD def2/J DEFGRID3
* xyz 1 2
Ir 0.170 -0.906 -1.684
Br 0.107 -1.927 1.338
S -0.594 2.577 -4.678
O 0.095 0.694 -0.125
O -0.673 -3.064 -1.449
O -2.305 -0.970 -1.657
O -0.705 -1.559 -3.749
N -2.083 -0.642 -5.275
N -2.085 -4.323 -0.220
N 7.546 -1.783 -2.120
N 0.373 0.799 -2.785
C 0.536 1.459 5.438
C 4.151 -2.147 -2.893
C 1.749 4.194 1.119
C -3.287 -4.486 0.579
C 2.776 -2.072 -2.746
C -2.805 -0.698 -2.952
C -0.039 1.553 -3.586
C 2.223 -1.434 -1.647
C 4.981 -1.594 -1.918
C 0.325 2.242 1.671
C -0.754 4.459 1.320
C 4.426 -0.969 -0.802
C -3.240 0.167 -5.622
C -1.077 -5.364 -0.033
C 0.691 2.926 5.846
C 1.758 0.681 5.959
C -0.740 0.899 6.091
C -1.123 -0.866 -6.351
C 0.438 1.287 3.938
C -2.817 -2.111 -0.995
C 0.384 3.533 0.849
C 0.221 0.902 1.109
C 0.419 2.361 3.044
C 0.361 -0.017 3.401
C 0.262 -0.184 2.060
C -1.771 -3.224 -0.903
C 6.403 -1.699 -2.037
C -1.773 -0.999 -4.034
C 3.050 -0.903 -0.668
C 0.239 3.360 -0.665
H -1.619 1.460 5.771
H -0.712 -5.344 0.997
H 1.830 5.116 0.543
H -0.659 4.737 2.370
H -1.623 -1.355 -7.187
H -0.710 0.087 -6.687
H 2.643 -0.423 0.214
H 4.586 -2.625 -3.759
H 1.678 -0.389 5.770
H 2.559 3.528 0.815
H 2.139 -2.518 -3.500
H -3.706 -1.283 -3.154
H -3.069 -4.284 1.631
H -4.093 -3.832 0.258
H 5.071 -0.531 -0.053
H -0.742 5.378 0.733
H 1.040 2.750 -1.079
H -0.712 2.900 -0.926
H -0.248 -5.188 -0.709
H -3.088 -1.802 0.017
H -0.892 -0.155 5.855
H -4.108 -0.074 -5.013
H -0.320 -1.498 -5.988
H 1.885 4.443 2.171
H -3.496 -0.020 -6.663
H -3.707 -2.489 -1.503
H 0.488 3.357 3.452
H 2.675 1.051 5.498
H -3.011 1.231 -5.513
H 0.284 4.341 -1.137
H -1.515 -6.339 -0.238
H 0.375 -0.882 4.048
H 1.838 0.822 7.037
H -0.178 3.516 5.551
H -3.057 0.363 -2.981
H -0.656 0.990 7.174
H -3.631 -5.516 0.495
H 0.780 2.989 6.930
H 1.591 3.362 5.410
H -1.722 3.974 1.180
*
```

Output
<S²>: 0.94
Lowest unoccupied orbital energy (spin up / spin down) (eV): -5.31 / -5.97
Maximum force (eV Å⁻¹): 4.148
HOMO-LUMO gap (spin up / spin down) (eV): 4.68 / 4.11
Total energy (a.u.): -4763.3400



- total energy of number 2 (C30H39N2O2)?
  -1426.3527 a.u.